The following is a DFT calculation (wB97M-V/def2-TZVPD) of an isolated ion of composition C8H18NO and charge +1.

```
! RIJCOSX wB97M-V def2-TZVPD def2/J DEFGRID3
* xyz 1 1
C 2.2693 -1.6077 0.1798
C 1.9220 -0.3553 -0.6334
C 1.4710 0.8244 0.2593
C 0.3967 1.7177 -0.3269
N -1.0315 1.2386 -0.2073
C -1.4407 0.8335 1.1890
C -1.3380 -0.6423 1.4380
O -2.1067 -1.3387 0.4659
C -1.4834 -1.2032 -0.7897
C -1.4685 0.2348 -1.2570
H 2.5220 -1.3563 1.2053
H 1.4627 -2.3366 0.2086
H 3.1328 -2.1247 -0.2241
H 1.1839 -0.5699 -1.4010
H 2.8211 -0.0556 -1.1599
H 2.3339 1.4743 0.3747
H 1.2329 0.4785 1.2594
H 0.5986 1.8522 -1.3848
H 0.4255 2.7001 0.1351
H -1.5904 2.0651 -0.4126
H -0.8394 1.4085 1.8870
H -2.4660 1.1620 1.3174
H -0.3131 -1.0095 1.4113
H -1.7869 -0.8395 2.4063
H -0.4898 -1.6539 -0.7542
H -2.0675 -1.7648 -1.5119
H -0.8650 0.3620 -2.1467
H -2.4854 0.5060 -1.5273
*
```

The electronic energy comes out at -12118.53483 eV. As for the energy relative to the best compared isomer or geometry (same formula, charge and spin): 0.0037 eV. As for the molecular weight: 144.238 g/mol. As for the SMILES: CCCC[NH+]1CCOCC1. The calculation puts the LUMO energy at -0.1140 hartree.

---

The following is a DFT calculation (wB97M-V/def2-TZVPD) of a 2-piece molecular cluster, CH3ClS overall at a distorted geometry.

```
! RIJCOSX wB97M-V def2-TZVPD def2/J DEFGRID3
* xyz 0 1
C -1.4104 0.6300 -0.0063
H 2.7273 -1.6305 -0.1428
H -1.6166 1.2080 -0.8346
H -1.1031 1.0997 0.9404
S -1.7145 -0.9370 0.0250
Cl 3.1173 -0.3701 0.0183
*
```

The electronic energy comes out at -24442.16007 eV. As for the energy relative to the best compared isomer or geometry (same formula, charge and spin): 0.4467 eV. As for the molecular weight: 82.555 g/mol. As for the SMILES: C=S.Cl. The calculation puts the LUMO energy at -0.0147 hartree.